(1)
{"formula": "C10H8NSTl", "method": "the ωB97M-V functional and the def2-TZVPD basis", "elements": ["Tl", "C", "C", "C", "C", "C", "C", "C", "C", "C", "S", "C", "N", "H", "H", "H", "H", "H", "H", "H", "H"], "positions_angstrom": [[0.49, 0.83, -0.83], [-2.73, 1.57, -1.46], [-3.09, 0.55, -0.45], [-4.44, 0.30, -0.17], [-4.78, -0.65, 0.77], [-3.74, -1.35, 1.43], [-4.01, -2.33, 2.39], [-2.98, -3.02, 3.04], [-1.67, -2.74, 2.73], [-1.33, -1.76, 1.76], [0.29, -1.50, 1.46], [-2.39, -1.03, 1.08], [-2.10, -0.11, 0.17], [-3.63, 2.02, -1.87], [-2.16, 1.12, -2.28], [-2.13, 2.36, -1.01], [-5.20, 0.86, -0.69], [-5.81, -0.86, 1.01], [-5.04, -2.55, 2.64], [-3.23, -3.77, 3.78], [-0.87, -3.27, 3.22]], "e_lumo_ev": [-10.91, -10.91], "orbital_gap_ev": [6.416, 6.417], "charge": 2, "homo_ha": [-0.6367, -0.6367]}

(2)
{"formula": "C10H8O2", "method": "the ωB97M-V functional and the def2-TZVPD basis", "elements": ["C", "C", "C", "C", "C", "C", "C", "C", "C", "C", "H", "H", "H", "H", "H", "H", "H", "H", "O", "O"], "positions_angstrom": [[3.43, -0.39, -0.43], [1.30, -0.15, 0.47], [-0.21, -0.09, 0.21], [-0.64, -1.48, 0.28], [-2.03, -1.97, 0.25], [-2.92, -0.85, 0.01], [-2.46, 0.43, 0.07], [-1.10, 0.94, 0.21], [-0.65, 2.37, -0.04], [-0.37, 3.53, 0.08], [3.59, 0.59, -0.90], [3.95, -1.25, -0.99], [3.81, -0.56, 0.45], [0.20, -2.15, 0.30], [-2.39, -3.07, 0.32], [-3.95, -1.17, -0.59], [-3.21, 1.23, -0.37], [-0.09, 4.48, -0.43], [2.02, -0.78, -0.42], [1.72, 0.33, 1.54]], "e_lumo_ev": 0.09, "orbital_gap_ev": 9.294, "homo_ha": -0.3383}

(3)
{"formula": "C10H9Br2MnNO", "method": "the ωB97M-V functional and the def2-TZVPD basis", "elements": ["Mn", "C", "H", "H", "H", "H", "H", "Br", "C", "C", "C", "Br", "C", "C", "C", "C", "N", "C", "C", "O", "H", "H", "H", "H"], "positions_angstrom": [[1.44, -0.73, -1.11], [2.50, -1.06, -2.89], [1.86, -0.99, -3.78], [3.33, -0.33, -2.99], [2.93, -2.08, -2.86], [2.59, -1.91, -0.37], [2.93, -1.17, -0.21], [0.70, 4.17, -0.77], [-0.16, 2.65, 0.01], [-1.23, 2.85, 0.91], [-1.90, 1.77, 1.51], [-3.36, 2.16, 2.69], [-1.50, 0.45, 1.23], [-2.13, -0.69, 1.78], [-1.67, -1.98, 1.46], [-0.58, -2.13, 0.61], [0.00, -1.02, 0.11], [-0.41, 0.25, 0.36], [0.26, 1.35, -0.29], [1.29, 1.11, -1.19], [-1.54, 3.86, 1.13], [-2.98, -0.59, 2.45], [-2.17, -2.85, 1.87], [-0.21, -3.11, 0.34]], "multiplicity": 6, "e_lumo_ev": [-1.07, -1.20], "orbital_gap_ev": [5.893, 7.116], "homo_ha": [-0.2557, -0.3055]}

| no. | energy (eV) |
| --- | --- |
| 1 | -27501.4317 |
| 2 | -14589.8147 |
| 3 | -185456.2212 |